[1]
C39H42N3O5SiTi as an isolated structure, computed with ωB97M-V/def2-TZVPD.

Output
- Net charge: -1
- Frontier orbital gap (spin up / spin down): 3.974 / 7.760 eV
- Spin multiplicity: 3
- Max |F|: 0.017 hartree/bohr
- ⟨S²⟩: 2.02
- Energy above the lowest of the compared OMol25 structures with the same formula, charge and spin: 25.39 kcal per mole
- Molecular weight: 708.7 g mol⁻¹

```
91
C39H42N3O5SiTi ωB97M-V/def2-TZVPD
Ti -0.37 -1.25 0.05
O -1.17 -1.03 2.11
C -1.08 -2.10 3.05
C -2.44 -2.78 3.10
C -3.02 -3.01 1.69
C -2.15 -3.87 0.81
C -2.36 -5.22 0.78
C -1.59 -6.07 -0.04
C -0.62 -5.44 -0.84
C -0.46 -4.08 -0.78
N -1.17 -3.24 0.06
H -0.37 -0.43 2.15
H -0.82 -1.69 4.03
H -0.30 -2.80 2.75
H -3.14 -2.17 3.68
H -2.33 -3.74 3.60
H -3.17 -2.04 1.21
H -3.99 -3.48 1.80
H -3.15 -5.62 1.40
H -1.75 -7.14 -0.06
H 0.00 -6.00 -1.52
H 0.29 -3.60 -1.40
O 0.74 0.24 1.17
Si 1.51 1.56 1.57
C 0.66 3.14 0.96
C -0.69 3.34 1.27
C -1.38 4.44 0.80
C -0.73 5.38 0.01
C 0.61 5.20 -0.31
C 1.29 4.09 0.16
C 3.27 1.59 0.90
C 3.56 0.97 -0.32
C 4.85 0.98 -0.84
C 5.88 1.61 -0.15
C 5.61 2.22 1.06
C 4.32 2.21 1.58
C 1.60 1.67 3.45
C 1.59 2.86 4.17
C 1.68 2.87 5.56
C 1.78 1.67 6.25
C 1.78 0.47 5.55
C 1.69 0.47 4.17
H -1.22 2.59 1.86
H -2.43 4.56 1.03
H -1.26 6.24 -0.37
H 1.12 5.93 -0.93
H 2.34 3.95 -0.10
H 2.77 0.44 -0.84
H 5.05 0.48 -1.79
H 6.88 1.61 -0.56
H 6.41 2.70 1.61
H 4.14 2.68 2.54
H 1.51 3.80 3.64
H 1.67 3.81 6.10
H 1.84 1.67 7.33
H 1.85 -0.47 6.09
H 1.69 -0.47 3.63
C -3.08 2.86 -1.13
C -3.67 1.89 -0.34
C -2.96 0.74 0.01
C -1.64 0.50 -0.40
C -1.08 1.52 -1.20
C -1.76 2.68 -1.55
H -3.62 3.76 -1.39
H -4.69 2.02 0.01
H -3.46 0.02 0.66
H -0.05 1.41 -1.54
H -1.27 3.45 -2.13
N -0.94 -1.44 -2.00
C -1.18 -1.35 -3.13
N -1.52 -1.08 -4.38
C -1.55 -2.13 -5.39
C -1.41 -1.47 -6.75
O -2.41 -0.48 -6.94
C -2.32 0.54 -5.96
C -2.51 -0.01 -4.57
H -2.50 -2.68 -5.34
H -0.73 -2.82 -5.21
H -1.54 -2.20 -7.54
H -0.42 -1.01 -6.83
H -3.10 1.27 -6.20
H -1.35 1.04 -6.03
H -3.52 -0.43 -4.46
H -2.37 0.75 -3.80
C 3.46 -2.67 -0.10
C 2.06 -2.13 0.05
O 1.38 -2.38 1.07
O 1.56 -1.45 -0.90
H 3.84 -3.01 0.86
H 4.11 -1.89 -0.51
H 3.44 -3.51 -0.79
```

[2]
C39H42N8O3SeSiV as an isolated structure, computed with ωB97M-V/def2-TZVPD.

Output
- Frontier orbital gap (spin up / spin down): 5.611 / 6.793 eV
- Spin multiplicity: 4
- Max |F|: 0.010 hartree/bohr
- ⟨S²⟩: 3.79
- Energy above the lowest of the compared OMol25 structures with the same formula, charge and spin: 0.00 kcal per mole
- Molecular weight: 828.8 g mol⁻¹

```
95
C39H42N8O3SeSiV ωB97M-V/def2-TZVPD
V -0.66 1.19 0.40
N 0.85 0.56 4.53
C 0.34 0.36 3.29
N 0.19 1.28 2.41
C 0.46 2.61 2.76
N 0.04 3.58 2.02
N -0.64 3.11 0.92
C -1.18 4.01 0.12
C -1.84 3.49 -1.02
C -2.59 4.27 -1.92
C -3.22 3.68 -2.97
C -3.12 2.29 -3.13
C -2.37 1.58 -2.22
N -1.74 2.14 -1.19
C 1.18 2.86 4.00
C 1.69 4.12 4.34
C 2.34 4.31 5.54
C 2.49 3.25 6.43
C 2.00 1.99 6.11
C 1.35 1.81 4.90
H 0.91 -0.21 5.17
H 0.03 -0.65 3.05
H -1.13 5.07 0.34
H -2.65 5.34 -1.75
H -3.81 4.27 -3.67
H -3.62 1.77 -3.94
H -2.27 0.50 -2.30
H 1.56 4.93 3.63
H 2.73 5.29 5.80
H 2.99 3.40 7.38
H 2.12 1.16 6.80
C 3.27 -1.09 -2.96
O 2.79 -1.65 -1.76
C 2.57 -2.99 -1.72
C 2.98 -3.86 -2.73
C 2.73 -5.22 -2.63
C 2.08 -5.73 -1.52
C 1.68 -4.86 -0.52
C 1.91 -3.50 -0.59
N 1.44 -2.70 0.50
C 1.12 -1.32 0.38
N 2.13 -0.50 0.73
C 2.35 0.74 0.07
C 1.30 1.52 -0.38
C 1.66 2.62 -1.17
C 2.98 2.95 -1.43
C 4.02 2.18 -0.90
C 3.70 1.07 -0.15
O 4.62 0.21 0.41
C 5.98 0.48 0.16
N -0.06 -0.89 0.07
C -0.95 -1.87 -0.49
C -1.72 -2.68 0.32
C -2.51 -3.68 -0.22
C -2.55 -3.85 -1.60
C -1.82 -3.01 -2.43
C -1.02 -2.01 -1.88
O -0.26 -1.16 -2.61
C -0.39 -1.22 -4.02
H 3.21 -0.01 -2.83
H 2.66 -1.39 -3.81
H 4.31 -1.38 -3.13
H 3.49 -3.47 -3.60
H 3.06 -5.88 -3.43
H 1.88 -6.79 -1.43
H 1.16 -5.25 0.35
H 0.65 -3.18 0.90
H 2.98 -0.99 0.97
H 0.88 3.27 -1.57
H 3.22 3.82 -2.03
H 5.05 2.46 -1.09
H 6.28 1.44 0.58
H 6.20 0.47 -0.91
H 6.54 -0.31 0.66
H -1.72 -2.50 1.39
H -3.11 -4.31 0.42
H -3.16 -4.62 -2.04
H -1.86 -3.15 -3.50
H 0.20 -0.40 -4.41
H -1.44 -1.10 -4.32
H -0.01 -2.17 -4.41
C -4.72 -0.58 -0.96
Si -4.74 -0.27 0.89
C -5.25 -1.87 1.76
C -6.07 1.01 1.25
Se -2.80 0.46 1.75
H -5.65 -1.07 -1.27
H -3.89 -1.20 -1.26
H -4.66 0.37 -1.50
H -6.28 -2.14 1.49
H -5.20 -1.74 2.84
H -4.60 -2.70 1.49
H -7.05 0.68 0.87
H -5.82 1.96 0.78
H -6.16 1.18 2.32
```

Q: Among the records above, which one has the lowest max |F|?
A: C39H42N8O3SeSiV